{"formula": "C28H36CsN3O6", "method": "the ωB97M-V functional and the def2-TZVPD basis", "relative_energy_kcal_mol": 10.90, "total_charge": 0, "spin_multiplicity": 1, "e_lumo_ha": 0.0031, "homo_lumo_gap_ev": 6.008, "elements": ["Cs", "C", "O", "C", "C", "O", "C", "C", "O", "C", "H", "H", "H", "H", "H", "H", "H", "H", "H", "H", "H", "H", "H", "H", "C", "O", "C", "C", "C", "C", "C", "C", "N", "C", "N", "C", "C", "C", "C", "C", "C", "O", "C", "N", "C", "C", "C", "C", "C", "C", "O", "C", "H", "H", "H", "H", "H", "H", "H", "H", "H", "H", "H", "H", "H", "H", "H", "H", "H", "H", "H", "H", "H", "H"], "positions_angstrom": [[0.63802, 0.24362, 0.23337], [-1.42998, 3.17233, -0.12010], [-1.18494, 2.43777, 1.06826], [-2.30076, 1.66674, 1.47093], [-2.02294, 1.01334, 2.80665], [-0.97299, 0.06240, 2.73992], [-1.24511, -1.22909, 3.25089], [-1.85374, -2.15011, 2.21213], [-1.00574, -2.40523, 1.11109], [0.01530, -3.34827, 1.37088], [-2.22046, 3.91138, 0.04837], [-1.70654, 2.51300, -0.94972], [-0.50839, 3.68979, -0.37604], [-2.54400, 0.91407, 0.70758], [-3.17098, 2.32776, 1.59587], [-2.94791, 0.54026, 3.15514], [-1.74999, 1.78681, 3.53172], [-1.91774, -1.17116, 4.11611], [-0.29192, -1.62463, 3.60728], [-2.75850, -1.69941, 1.79850], [-2.14316, -3.08979, 2.70476], [-0.40767, -4.26907, 1.78859], [0.77324, -2.96219, 2.06146], [0.49156, -3.57224, 0.41925], [4.36267, 3.29949, -3.09139], [4.14063, 2.93103, -1.73356], [5.30834, 2.62464, -1.06677], [5.94628, 3.58926, -0.30838], [7.10485, 3.28251, 0.39089], [7.61834, 1.99624, 0.32079], [6.97194, 1.02369, -0.42370], [5.80697, 1.31859, -1.12276], [5.16054, 0.33993, -1.90525], [3.71991, 0.24566, -1.78045], [3.14340, 0.26580, -2.99081], [1.77794, 0.20811, -3.47151], [0.65311, 0.06841, -2.68091], [-0.56487, 0.03227, -3.38607], [-0.64964, 0.09579, -4.76709], [0.50717, 0.26300, -5.52853], [1.72513, 0.33443, -4.87549], [2.92850, 0.52149, -5.53529], [2.90393, 0.52510, -6.94382], [3.11628, 0.15607, -0.64522], [3.84440, -0.00506, 0.55282], [3.66636, 0.89906, 1.59988], [4.30304, 0.73998, 2.82386], [5.11311, -0.35983, 3.03050], [5.28093, -1.30025, 2.01985], [4.65296, -1.13129, 0.79551], [4.78598, -2.00996, -0.24754], [5.46956, -3.22095, 0.00168], [3.38352, 3.41047, -3.55148], [4.92305, 2.52041, -3.61457], [4.91621, 4.24214, -3.14088], [5.50786, 4.57841, -0.27794], [7.59871, 4.03963, 0.98357], [8.51955, 1.74006, 0.86190], [7.36312, 0.01298, -0.45139], [5.56291, -0.57803, -1.75278], [3.83124, 0.39050, -3.71601], [-1.50574, -0.08798, -2.84567], [-1.61098, 0.03580, -5.26765], [0.44167, 0.33919, -6.60460], [3.93914, 0.61076, -7.26753], [2.33120, 1.37598, -7.32511], [2.47327, -0.40225, -7.33156], [3.03244, 1.76420, 1.43987], [4.15982, 1.47546, 3.60353], [5.61898, -0.49880, 3.97648], [5.91125, -2.15932, 2.20047], [5.40710, -3.79604, -0.91868], [4.99519, -3.77450, 0.81651], [6.52087, -3.04546, 0.24867]], "atomic_forces_ev_per_a": [[-1.141, -0.186, 0.573], [-0.012, -0.005, 0.110], [-0.145, 0.020, 0.172], [0.035, 0.224, 0.026], [-0.083, -0.079, 0.088], [-0.048, 0.083, 0.090], [-0.059, 0.116, 0.099], [-0.018, -0.102, 0.007], [-0.064, 0.064, 0.028], [-0.047, 0.001, 0.047], [-0.028, -0.032, -0.087], [-0.027, 0.000, -0.005], [0.015, -0.003, -0.001], [0.006, -0.005, 0.012], [-0.038, -0.095, -0.052], [-0.009, 0.009, -0.040], [0.020, -0.006, -0.021], [0.020, -0.011, -0.012], [-0.006, -0.010, -0.019], [0.000, 0.020, 0.003], [0.015, -0.005, -0.053], [0.038, -0.001, -0.013], [-0.006, 0.001, 0.009], [0.007, 0.009, -0.016], [0.006, -0.025, 0.017], [0.122, 0.061, 0.117], [-0.088, -0.087, -0.038], [-0.038, -0.022, -0.007], [-0.013, -0.010, -0.015], [0.040, 0.025, 0.039], [0.017, 0.026, -0.003], [-0.042, -0.016, -0.102], [-0.024, 0.078, 0.066], [-0.106, -0.056, -0.058], [-0.049, -0.065, 0.233], [0.397, 0.146, -0.332], [0.106, -0.014, 0.132], [0.149, -0.129, -0.206], [-0.018, 0.120, 0.020], [0.005, 0.002, -0.001], [-0.073, -0.070, -0.048], [-0.032, -0.054, 0.123], [-0.026, 0.033, 0.026], [1.331, -0.031, -0.165], [-0.187, 0.098, -0.367], [0.022, 0.018, -0.071], [-0.023, -0.076, -0.042], [0.004, 0.028, 0.058], [0.005, -0.032, -0.001], [0.024, -0.056, 0.012], [-0.004, 0.067, -0.026], [-0.006, 0.005, 0.018], [0.005, -0.001, -0.010], [0.005, 0.030, -0.033], [-0.021, -0.014, -0.046], [0.020, 0.035, 0.017], [0.014, 0.018, 0.016], [0.013, 0.001, 0.011], [-0.010, -0.026, -0.010], [-0.012, 0.037, -0.034], [-0.110, 0.006, -0.099], [0.020, 0.014, 0.064], [0.009, 0.003, -0.031], [0.007, -0.001, 0.005], [-0.021, 0.003, -0.021], [0.014, -0.031, -0.039], [0.014, 0.018, -0.034], [0.082, 0.014, -0.112], [0.009, 0.009, 0.019], [0.009, -0.012, 0.012], [0.002, -0.003, -0.014], [-0.003, -0.016, 0.024], [0.032, -0.035, -0.013], [-0.009, -0.020, 0.001]]}

{"formula": "C35H23Cl2I2O2PSSe4Ti", "method": "the ωB97M-V functional and the def2-TZVPD basis", "relative_energy_kcal_mol": 7.36, "s_squared": 0.7567, "total_charge": -1, "spin_multiplicity": 2, "e_lumo_ha": [0.0698, 0.0698], "homo_lumo_gap_ev": [6.022, 6.017], "elements": ["Ti", "Se", "Se", "Se", "Se", "I", "C", "C", "C", "C", "C", "C", "C", "C", "C", "P", "C", "C", "C", "C", "C", "C", "C", "C", "C", "C", "C", "C", "C", "H", "H", "H", "H", "H", "H", "H", "H", "H", "H", "H", "H", "H", "H", "H", "H", "Cl", "C", "C", "C", "C", "C", "Cl", "C", "S", "H", "H", "H", "I", "C", "C", "C", "C", "C", "C", "C", "O", "O", "H", "H", "H", "H"], "positions_angstrom": [[1.66352, -1.37921, -1.57948], [-1.92801, -3.59141, -1.48164], [-0.75407, -2.08412, -2.76400], [0.67024, -3.14803, -4.32560], [2.64723, -3.09127, -3.05603], [1.48776, 0.11773, 2.33735], [-0.20192, -1.07324, 2.66850], [-0.01596, -2.09699, 3.55385], [-1.10144, -2.86030, 4.01835], [-2.36120, -2.52137, 3.62887], [-2.58177, -1.45817, 2.71884], [-3.91689, -1.08339, 2.43200], [-4.17561, -0.03765, 1.60318], [-3.10383, 0.58268, 0.93345], [-1.78935, 0.22933, 1.11693], [-0.57784, 0.82221, -0.17007], [-1.68789, 1.18267, -1.59802], [-1.40364, 2.28134, -2.40960], [-2.11472, 2.50270, -3.57974], [-3.12421, 1.62982, -3.96070], [-3.40600, 0.52681, -3.16829], [-2.68964, 0.30013, -2.00311], [-0.18636, 2.55347, 0.33183], [-1.18019, 3.49873, 0.58537], [-0.85339, 4.80548, 0.90840], [0.48031, 5.19081, 0.98177], [1.47652, 4.26139, 0.73275], [1.14354, 2.94936, 0.41701], [-1.49146, -0.75012, 2.13648], [0.97858, -2.31191, 3.92180], [-0.92124, -3.67875, 4.70311], [-3.22690, -3.04844, 4.01123], [-4.71751, -1.64095, 2.90311], [-5.18958, 0.28168, 1.40061], [-3.35530, 1.31516, 0.18118], [-0.62010, 2.97560, -2.12944], [-1.87805, 3.36425, -4.19297], [-3.67915, 1.80144, -4.87451], [-4.16656, -0.18390, -3.46592], [-2.90373, -0.58973, -1.42086], [-2.22496, 3.22738, 0.51262], [-1.64153, 5.52458, 1.09482], [0.73868, 6.21262, 1.23117], [2.52010, 4.54629, 0.78628], [1.92780, 2.22546, 0.23300], [1.25591, 0.25484, -3.68031], [2.03050, 1.76251, -3.29131], [1.70951, 2.86095, -4.06749], [2.31813, 4.07545, -3.80369], [3.24320, 4.16302, -2.77493], [3.54233, 3.04577, -2.01674], [4.69258, 3.22793, -0.72778], [2.93721, 1.79289, -2.22707], [3.27026, 0.43073, -1.20120], [0.98462, 2.75411, -4.86322], [2.07435, 4.94760, -4.39484], [3.73537, 5.09791, -2.54520], [1.90660, -7.12218, 5.02262], [1.96071, -5.73014, 3.45632], [3.08356, -4.92852, 3.29943], [3.10408, -3.99605, 2.27434], [2.00345, -3.85942, 1.43882], [0.88543, -4.66897, 1.60215], [0.86799, -5.62050, 2.60889], [1.99367, -2.82140, 0.38147], [3.03550, -2.27530, -0.04017], [0.86648, -2.49184, -0.12097], [3.92714, -5.03051, 3.96817], [3.96408, -3.35705, 2.12052], [0.03940, -4.53550, 0.93502], [0.00366, -6.25648, 2.74327]], "atomic_forces_ev_per_a": [[0.007, 0.045, -0.004], [0.041, 0.060, -0.032], [-0.024, -0.090, -0.025], [-0.051, -0.003, -0.001], [0.112, -0.162, -0.107], [-0.003, -0.187, 0.099], [-0.096, 0.135, -0.132], [0.015, -0.034, 0.037], [-0.085, 0.012, -0.061], [0.083, 0.005, 0.000], [0.008, -0.003, 0.039], [-0.006, 0.066, -0.072], [0.064, -0.095, 0.078], [-0.028, 0.023, 0.040], [-0.069, -0.005, 0.032], [0.040, -0.134, -0.030], [0.046, 0.077, 0.031], [-0.003, 0.026, 0.007], [-0.026, -0.002, -0.036], [0.016, 0.007, 0.015], [0.015, -0.001, -0.012], [0.023, -0.049, -0.030], [-0.072, 0.031, 0.107], [-0.009, 0.013, -0.004], [0.027, -0.003, 0.002], [-0.029, -0.006, -0.006], [0.020, -0.005, 0.036], [0.016, 0.075, -0.096], [0.158, 0.021, -0.022], [0.002, 0.005, 0.008], [-0.023, -0.010, 0.003], [0.012, -0.019, 0.013], [-0.011, 0.011, -0.002], [-0.006, -0.010, -0.001], [0.012, 0.040, 0.009], [-0.007, -0.012, -0.020], [0.001, 0.001, -0.001], [-0.001, 0.004, -0.004], [-0.002, 0.001, 0.003], [-0.009, 0.011, -0.008], [-0.024, -0.073, 0.008], [0.007, 0.007, 0.013], [-0.002, 0.005, -0.001], [-0.009, -0.002, -0.014], [-0.006, 0.017, -0.038], [-0.007, -0.020, 0.051], [0.043, 0.031, 0.032], [-0.012, -0.035, -0.022], [0.017, 0.018, 0.002], [0.009, -0.011, 0.007], [-0.086, -0.076, -0.012], [0.050, 0.021, 0.024], [-0.027, 0.162, -0.062], [0.036, -0.058, 0.025], [0.000, -0.001, 0.003], [0.004, 0.004, -0.001], [-0.004, 0.006, -0.003], [0.008, 0.038, -0.055], [0.005, 0.016, 0.004], [0.005, -0.034, 0.050], [-0.006, 0.022, -0.037], [0.029, -0.066, 0.083], [-0.012, 0.056, -0.079], [-0.044, -0.035, 0.076], [-0.031, -0.045, 0.065], [-0.053, 0.137, -0.099], [-0.044, 0.074, 0.134], [0.002, 0.003, -0.005], [-0.001, 0.002, -0.001], [-0.003, 0.000, 0.005], [0.000, 0.001, -0.010]]}

{"formula": "C4H5N3O", "method": "the ωB97M-V functional and the def2-TZVPD basis", "smiles": "CC1=N/C(=C/O)N=N1", "relative_energy_kcal_mol": 67.35, "total_charge": 0, "spin_multiplicity": 1, "e_lumo_ha": -0.0300, "homo_lumo_gap_ev": 8.781, "elements": ["C", "C", "N", "C", "C", "O", "N", "N", "H", "H", "H", "H", "H"], "positions_angstrom": [[-1.27764, 0.35925, -2.14336], [-0.34410, 0.22838, -0.98613], [-0.63994, 0.64653, 0.20240], [0.42411, 0.15110, 0.98004], [0.67668, 0.06701, 2.31068], [1.57228, -0.83541, 2.81964], [1.25849, -0.60493, 0.11592], [0.90749, -0.52274, -1.05786], [-2.14248, 0.78694, -1.72361], [-1.69149, -0.64358, -2.52210], [-0.73699, 1.00096, -2.95616], [0.01494, 0.51235, 3.03116], [1.97865, -1.14584, 1.92939]], "atomic_forces_ev_per_a": [[1.396, -0.695, -1.473], [-0.295, -0.426, -0.181], [0.890, 0.016, 0.504], [-0.021, -0.764, -1.647], [-0.375, -1.629, 0.386], [-0.222, 1.368, -2.920], [2.034, -0.051, 2.751], [-2.184, 0.617, -1.006], [-1.016, 1.252, 0.091], [1.313, 1.284, 0.230], [-1.435, -1.304, 1.186], [0.140, 0.348, 0.313], [-0.226, -0.014, 1.765]]}

{"formula": "C5H8N2O", "method": "the ωB97M-V functional and the def2-TZVPD basis", "relative_energy_kcal_mol": 117.90, "total_charge": 0, "spin_multiplicity": 1, "e_lumo_ha": 0.0332, "homo_lumo_gap_ev": 9.031, "elements": ["C", "C", "C", "C", "C", "N", "N", "O", "H", "H", "H", "H", "H", "H", "H", "H"], "positions_angstrom": [[2.74767, -0.16593, -0.22584], [0.03373, -1.04026, 0.58619], [1.79495, 0.12648, 0.76415], [-1.91872, -0.73150, -0.65981], [-0.82629, 1.23990, 0.16379], [2.16557, 0.93472, -0.40571], [-0.88706, -0.19591, 0.18035], [0.18232, -2.23947, 0.67836], [3.51406, -0.66741, -0.72026], [2.08429, 0.47337, 1.85174], [-1.35917, -1.54043, -1.34937], [-2.66344, -1.23979, -0.01960], [-2.41685, 0.15470, -1.21953], [-0.61980, 1.64475, -0.84756], [-1.82152, 1.57903, 0.49163], [-0.00975, 1.66775, 0.73148]], "atomic_forces_ev_per_a": [[-0.348, 1.026, -0.098], [5.279, 1.288, 1.139], [-2.648, -1.721, 3.229], [-0.475, -1.179, -1.729], [0.085, 0.978, -0.400], [0.011, 0.323, -0.431], [-0.267, -0.170, -0.450], [-1.186, 1.600, -0.501], [1.057, -1.024, -0.577], [-0.606, -0.646, -2.144], [-1.830, 1.828, 1.121], [0.105, 0.087, -0.660], [0.887, -1.902, 0.655], [-0.370, -0.470, 0.206], [0.542, 0.279, 0.043], [-0.235, -0.298, 0.597]]}